(1)
Molecular formula: C4H25NO8
Method: DFT, the ωB97M-V functional and the def2-TZVPD basis

The calculation puts the total energy at -823.974802 hartree. The charge is 0. Its spin multiplicity is 1. The value obtained for the LUMO energy is 0.3 eV. The value obtained for the HOMO-LUMO gap is 9.032 eV. As for the energy above the lowest of the compared OMol25 structures with the same formula, charge and spin: 3.5847 eV. Its structure (SMILES) is C/C=C(/C)N.O.O.O.O.O.O.O.O.

XYZ file:
```
38
Properties=species:S:1:pos:R:3:forces:R:3:nbo_charge:R:1
O 0.94640 1.42500 1.62175 4.43 -3.28 0.82 -0.952
O 0.94929 -3.31050 -1.38644 -0.04 -1.04 -2.31 -0.998
O 1.99262 -2.04677 0.59829 -1.31 -3.32 3.08 -0.935
O -2.89169 2.79445 1.49485 -0.75 1.47 0.14 -0.928
O -1.72959 -3.13739 -2.86082 -0.35 0.43 0.28 -0.948
O 3.58415 0.81639 1.91252 3.33 -1.30 -0.43 -0.953
O -0.50643 3.87627 1.15974 -2.80 0.76 -1.66 -1.063
O 1.78466 -1.11807 2.92147 -1.92 3.17 -0.90 -0.991
N -2.29759 0.89438 -0.45839 1.10 -1.20 0.38 -0.873
C -0.00534 1.17413 -2.68805 -0.23 0.84 -2.07 -0.665
C -1.06706 -1.18925 0.20241 -3.41 -0.81 -0.71 -0.645
C -0.20043 0.15508 -1.65177 -0.30 -1.00 0.80 -0.250
C -1.14860 0.02055 -0.70067 -0.53 -0.28 -0.64 0.159
H -1.99745 -1.43073 0.79370 0.65 1.06 -0.28 0.218
H 2.38829 -1.66972 3.32488 2.09 -1.63 1.37 0.467
H -3.36979 3.25732 0.78607 -0.09 -0.11 0.44 0.473
H -2.45461 -2.48756 -2.88050 0.56 -0.37 0.11 0.461
H -1.06782 -2.12623 -0.36568 1.03 0.31 0.05 0.234
H 0.18823 0.69474 -3.65813 0.43 -0.54 0.28 0.226
H 1.16499 -1.96182 1.19603 1.86 0.75 -1.37 0.495
H 0.19061 1.86226 1.48745 -4.69 2.67 -1.02 0.470
H 0.53238 -0.67220 -1.75101 -0.51 0.52 0.63 0.221
H 0.72235 0.48194 1.54495 0.22 0.57 0.07 0.476
H -1.51118 3.57712 1.31466 3.16 0.20 0.89 0.513
H 3.12290 1.50766 1.50717 -1.73 1.73 -0.79 0.490
H 2.22996 -2.92710 1.12251 0.19 2.44 -1.99 0.474
H 0.28900 3.60263 1.58003 0.02 -0.50 1.11 0.485
H -2.44295 2.10887 1.00937 0.31 -1.41 -0.70 0.498
H 0.94051 1.78953 -2.54966 -1.64 -0.09 0.10 0.237
H 1.59880 -3.37042 -2.13140 -0.96 0.10 1.06 0.473
H 1.33635 -2.74413 -0.72357 0.70 0.61 0.65 0.488
H -1.18551 -2.92735 -2.07919 -0.04 -0.15 -0.60 0.486
H 4.43120 0.80842 1.36535 -1.56 -0.38 1.29 0.480
H -3.19888 0.40188 -0.35577 0.91 0.19 -0.20 0.386
H -0.29696 -1.07751 0.88804 1.34 -0.16 1.18 0.188
H -2.34579 1.58578 -1.16949 -0.24 0.60 -0.72 0.378
H -0.96023 1.65658 -3.06002 1.08 0.56 1.24 0.208
H 2.28520 -0.29425 2.63931 -0.30 -1.41 0.43 0.518
```
Forces are in eV/Å.

=====

(2)
Molecular formula: C2H8N2O
Method: DFT, the ωB97M-V functional and the def2-TZVPD basis

The calculation puts the total energy at -265.707559 hartree. The charge is 0. Its spin multiplicity is 1. The value obtained for the LUMO energy is 0.8 eV. The value obtained for the HOMO-LUMO gap is 9.805 eV. As for the energy above the lowest of the compared OMol25 structures with the same formula, charge and spin: 2.0568 eV. Its structure (SMILES) is C/N=C\N.O.

XYZ file:
```
13
Properties=species:S:1:pos:R:3:forces:R:3:nbo_charge:R:1
O 2.76461 4.52343 -1.38171 -0.71 0.22 2.09 -0.973
N -1.15960 -0.53336 -0.01398 -1.13 1.52 -0.70 -0.499
N -1.59263 -2.72986 0.75469 -0.37 0.55 -0.54 -0.849
C 0.20473 -0.33693 0.32539 0.83 -1.28 -1.47 -0.439
C -1.95334 -1.46179 0.26462 0.72 -0.66 1.53 0.291
H 2.41169 3.63972 -1.50729 0.48 0.28 -0.93 0.488
H -3.01887 -1.24992 0.28867 -0.15 -0.26 -0.57 0.162
H -0.59828 -2.82915 0.78613 0.30 -0.38 0.39 0.373
H 3.23738 4.96458 -2.06625 0.23 -0.50 -1.16 0.485
H -2.11015 -3.12731 1.52738 0.09 0.12 -0.22 0.387
H 0.28598 0.64896 0.77505 0.26 -0.30 0.60 0.218
H 0.86794 -0.30101 -0.56304 -0.62 0.28 -0.06 0.201
H 0.66053 -1.20737 0.81033 0.08 0.42 1.05 0.157
```
Forces are in eV/Å.

=====

(3)
Molecular formula: C23H43N2OP3PtSe
Method: DFT, the ωB97M-V functional and the def2-TZVPD basis

The calculation puts the total energy at -4630.114828 hartree. The charge is +4. Its spin multiplicity is 5. The value obtained for the LUMO energy (spin up / spin down) is -12.2 / -16.2 eV. The value obtained for the HOMO-LUMO gap (spin up / spin down) is 4.309 / 4.172 eV.

XYZ file:
```
74
Properties=species:S:1:pos:R:3:forces:R:3:lowdin_spin:R:1
Pt -0.75423 0.03291 -0.80540 0.72 -2.14 0.91 0.876
Se 2.36014 3.88608 -1.49485 0.05 0.62 -1.38 0.352
P -2.00869 -1.96839 0.24495 -0.24 -0.76 0.48 0.190
P 0.82009 -0.06102 0.92805 1.02 -0.35 1.53 0.102
P 0.90394 -0.82464 -2.32428 1.25 -1.55 -1.22 0.173
O 0.29261 3.39224 3.21782 1.17 -0.47 -0.05 0.735
N -1.39319 4.74619 3.91742 2.00 -1.53 -0.98 0.087
N -1.89954 1.63695 0.28886 -1.10 2.52 0.30 0.119
C 1.76029 3.80868 -5.64217 0.95 0.35 0.45 0.027
C -3.20938 -1.40263 1.52449 0.21 0.37 -0.25 0.031
C 2.00609 1.31936 1.10991 0.26 0.28 -0.16 0.057
C -0.84848 3.83860 3.05999 -4.18 2.97 0.93 0.079
C -0.37198 3.30572 -4.63079 -0.17 -0.16 1.55 0.046
C 1.56415 3.71129 -3.23056 0.37 0.14 0.58 0.192
C 0.07355 -0.05227 2.59748 0.02 -0.10 0.08 0.017
C -3.08032 -2.95496 -0.85788 0.19 0.38 -0.37 0.028
C 1.20354 -2.62884 -2.13910 0.16 0.09 -0.10 0.016
C 0.39960 3.51276 -5.77700 0.15 -0.04 -0.17 0.189
C -3.16214 3.36588 2.11052 0.19 -0.08 0.23 0.002
C 0.20087 3.40932 -3.36351 -1.19 0.27 -0.52 0.073
C -1.65681 0.80672 -2.53933 -2.34 -0.81 -1.49 0.109
C 0.65584 -0.71537 -4.14212 -0.18 0.12 0.07 0.026
C -3.24102 1.71257 0.35166 0.16 0.42 0.88 0.014
C -2.42659 -0.32062 -2.09348 -0.34 1.65 -2.15 0.051
C 1.94916 -1.50601 1.07012 -0.11 0.06 -0.02 0.001
C 2.56062 -0.04527 -2.20619 0.10 0.08 0.10 0.038
C -1.20459 2.57096 0.96334 -0.18 -0.78 0.56 0.048
C -1.05103 -3.30141 1.07751 0.25 0.30 -0.09 0.032
C -3.89787 2.58665 1.22734 -0.18 -0.02 -0.31 0.016
C -1.76692 3.34188 1.99512 0.53 -1.08 -0.83 0.057
C 2.34874 3.90424 -4.37969 0.56 -0.33 -1.05 0.070
H -0.90439 -0.54366 2.60894 0.35 0.11 0.17 0.001
H 2.50232 -1.36469 2.00958 -0.09 -0.10 -0.25 0.001
H 3.40782 4.14760 -4.26518 -0.31 -0.08 -0.22 0.002
H -3.64114 3.97526 2.87291 -0.20 -0.31 -0.11 0.000
H 2.98176 0.91568 1.42016 -0.24 0.25 -0.09 0.006
H -0.06120 3.43278 -6.76099 0.16 0.07 0.17 0.007
H 0.62310 0.33662 -4.44969 -0.02 -0.20 -0.03 0.000
H -3.88428 -2.32165 -1.24554 0.08 -0.29 0.05 0.000
H 0.24745 -3.16614 -2.17843 0.18 0.12 -0.02 0.000
H -1.74306 -4.11318 1.35508 0.14 0.35 -0.11 0.008
H 1.82912 -2.98199 -2.97072 -0.12 0.04 0.24 0.004
H -2.32551 -1.25886 -2.64574 0.05 0.31 0.32 0.001
H 0.76374 -0.57079 3.27809 -0.31 0.22 0.00 0.002
H -4.98673 2.59554 1.21988 0.23 0.17 0.11 0.001
H -3.47358 -2.24593 2.18257 0.09 0.23 -0.30 0.006
H 2.36476 3.98996 -6.52943 -0.10 -0.02 0.21 -0.001
H 1.64564 2.00675 1.88906 0.28 -0.23 -0.29 0.002
H -0.02852 0.98998 2.92469 -0.11 -0.39 0.06 0.001
H 2.46685 1.04405 -2.28671 -0.04 -0.19 0.00 0.001
H -3.51581 -3.80241 -0.31364 0.17 0.24 0.03 0.007
H -2.10158 1.79645 -2.40979 0.25 -0.22 0.13 0.012
H -0.39040 3.29102 -2.45553 0.01 -0.01 -0.35 0.004
H 1.39043 -2.44629 1.13029 0.23 0.26 -0.06 0.000
H 3.18884 -0.38577 -3.03943 -0.15 -0.02 0.18 0.007
H 1.48490 -1.19670 -4.68116 -0.21 0.04 0.30 0.006
H -0.28026 -1.21244 -4.42164 0.16 0.11 -0.08 0.000
H -1.11705 0.64285 -3.47821 0.05 0.36 0.71 0.008
H -0.55515 -2.93394 1.98626 -0.14 -0.15 -0.25 0.000
H -0.30288 -3.70492 0.37972 -0.21 0.05 0.24 0.000
H -2.79888 -0.58497 2.12985 -0.21 -0.27 -0.09 0.001
H -1.42604 3.06144 -4.71798 0.10 0.08 -0.05 0.000
H -4.11156 -1.03768 1.01247 0.19 -0.18 0.22 0.000
H 2.11697 1.87354 0.16737 0.10 -0.29 0.39 0.015
H 1.70829 -2.86568 -1.19726 -0.15 0.03 -0.23 0.000
H 1.51508 5.04894 -1.16921 -0.31 -0.27 0.29 0.025
H -2.48968 -3.33354 -1.69968 -0.18 -0.07 0.13 0.001
H -0.78688 5.12035 4.62702 0.11 0.25 0.58 0.001
H -3.82812 1.06205 -0.29141 0.21 0.00 0.27 0.001
H -3.43555 -0.12265 -1.72383 0.44 -0.28 0.24 0.006
H -0.14582 2.66327 0.72489 -0.09 -0.26 0.19 0.008
H 3.07831 -0.28074 -1.27265 -0.09 0.07 -0.16 0.000
H 2.67118 -1.55453 0.24823 -0.21 -0.02 0.25 0.000
H -2.21404 5.28196 3.68914 -0.16 0.11 -0.27 0.003
```
Forces are in eV/Å.

=====

(4)
Molecular formula: C10H24AgClN2O4
Method: DFT, the ωB97M-V functional and the def2-TZVPD basis

The calculation puts the total energy at -1413.024086 hartree. The charge is 0. Its spin multiplicity is 1. The value obtained for the LUMO energy is 0.2 eV. The value obtained for the HOMO-LUMO gap is 7.761 eV. As for the energy above the lowest of the compared OMol25 structures with the same formula, charge and spin: 1.3795 eV.

XYZ file:
```
42
Properties=species:S:1:pos:R:3:forces:R:3:nbo_charge:R:1
Ag 1.28287 -0.61957 -0.24814 1.42 0.04 0.51 0.870
Cl 3.89271 -0.29892 0.90743 -1.08 -0.02 -0.48 -0.914
O 0.62957 1.27397 -1.62325 0.71 -0.20 -0.45 -0.690
O -0.63407 -1.53982 -1.38867 -1.04 -0.98 0.08 -0.593
O -0.15390 -0.44153 1.63083 0.48 -1.14 0.30 -0.663
O 0.98177 -3.22674 0.42457 0.60 1.42 -1.04 -0.549
N -0.89381 1.61126 2.06482 0.36 0.20 -0.04 -0.628
N 1.21303 3.33142 -0.83855 -0.49 1.05 -0.92 -0.584
C -1.11057 2.83948 -1.23331 -0.10 0.08 0.77 -0.706
C -1.08701 -2.80538 -0.78588 1.80 -0.13 -0.13 -0.079
C 2.07674 -4.05401 0.75573 -0.72 -0.59 1.05 -0.253
C 0.35854 2.41301 -1.28428 -2.23 -0.13 0.47 0.691
C 2.60698 3.14782 -1.05966 1.82 -1.03 1.35 -0.453
C 0.17681 -3.72834 -0.58904 -2.47 1.53 0.77 -0.072
C -1.57274 -0.89374 -2.26453 -0.33 -0.57 0.50 -0.243
C -2.55284 -0.13933 1.52027 0.99 0.43 0.20 -0.710
C -1.09464 0.30248 1.75139 -1.08 1.07 -0.18 0.692
C 0.41147 2.07396 2.59126 -1.15 0.08 0.73 -0.427
H -2.60925 -1.21140 1.70889 -0.10 0.17 -0.02 0.241
H -1.64765 2.28058 2.00303 0.07 -0.32 0.23 0.392
H -2.79542 0.07290 0.47901 -0.16 -0.09 -0.02 0.227
H -3.21116 0.42355 2.18199 -0.15 -0.16 -0.11 0.221
H 2.92917 2.51637 -0.23168 0.50 -0.36 -0.10 0.244
H 0.41784 1.84619 3.65718 0.33 -0.48 0.06 0.200
H -0.32372 -4.62583 -0.22563 0.43 -0.85 -0.35 0.164
H -2.53921 -0.80970 -1.76757 -0.28 -0.24 0.05 0.158
H 0.63352 -3.79408 -1.57656 0.38 -0.39 0.08 0.184
H 2.81315 -3.49139 1.32956 -0.09 0.16 -0.30 0.230
H -1.30362 0.13509 -2.50368 0.71 -0.36 0.09 0.215
H -1.66424 -2.65158 0.12586 0.49 0.46 0.33 0.183
H -1.73270 -3.49179 -1.33362 -0.23 0.74 -1.23 0.179
H 2.52924 -4.59626 -0.07452 0.00 0.29 -0.25 0.172
H -1.62880 2.82897 -2.19219 0.39 0.31 -0.11 0.239
H 2.86097 2.58709 -1.95920 -0.36 0.25 -0.15 0.225
H -1.69192 2.16748 -0.60202 0.31 -0.44 -0.03 0.226
H -1.67685 -1.50531 -3.16077 -0.11 0.17 -0.17 0.177
H -1.19606 3.78384 -0.69574 -0.19 0.35 -0.49 0.202
H 0.83212 4.25545 -0.69309 0.22 -0.17 -0.07 0.399
H 0.38637 3.16303 2.62828 0.36 0.01 -0.74 0.199
H 1.27050 1.60520 2.11120 -0.14 0.26 -0.19 0.257
H 3.24368 4.02632 -0.95499 -0.62 0.33 -0.29 0.215
H 1.57312 -4.76074 1.41528 0.73 -0.74 0.28 0.163
```
Forces are in eV/Å.